Computed, not measured: C5H11FO2 as an isolated structure in a non-equilibrium geometry, with ωB97M-V with the def2-TZVPD basis set.

Computed properties:
Orbital gap in eV: 9.5
ΔE to the lowest compared entry with this formula, charge and spin in eV: 0.689
HOMO level in eV: -8.754

ORCA input file:
```
! RIJCOSX wB97M-V def2-TZVPD def2/J DEFGRID3
* xyz 0 1
F -0.7910 1.6729 -0.3875
O -2.2736 0.0089 1.2918
O -2.8946 -0.5332 -0.8916
C 0.8331 0.0198 0.3035
C -0.3563 0.3737 -0.5577
C 1.4428 -1.2850 -0.2019
C 1.8745 1.1419 0.3043
C -1.9701 -0.5992 0.1131
H 2.2370 1.3310 -0.7038
H 1.4458 2.0615 0.6947
H -0.2674 0.1800 -1.6229
H -1.6754 -1.6300 0.2772
H 2.7201 0.8643 0.9308
H -2.4414 0.9537 1.1451
H 0.6934 -2.0708 -0.2451
H -3.1530 0.3873 -1.0406
H 1.8538 -1.1494 -1.2000
H 2.2439 -1.6053 0.4577
H 0.4786 -0.1222 1.3329
*
```

Atomic partial charges in e from the natural (NBO) method, atoms 1 to 6: -0.392 -0.705 -0.706 -0.294 0.169 -0.598